# C20H17N7O2Tl

A molecular structure, C20H17N7O2Tl at a distorted geometry (wB97M-V/def2-TZVPD, the OMol25 dataset).

Each line ends with the Löwdin charge.
Geometry (Å):
1 Tl 0.2526 -0.0270 -0.0955  1.00
2 O 0.2176 -0.6238 1.9591  -0.20
3 C 1.2428 -0.4489 2.7813  -0.33
4 C 0.8697 -0.3650 4.1204  -0.01
5 C 1.8265 -0.2673 5.1030  -0.05
6 C 3.1896 -0.2708 4.7617  -0.08
7 C 3.5883 -0.3441 3.4433  -0.03
8 C 2.6278 -0.4124 2.3980  -0.08
9 C 3.1008 -0.4109 1.0444  -0.23
10 N 2.3917 -0.5123 -0.1072  -0.02
11 C 3.2605 -0.4186 -1.1781  -0.12
12 C 4.5258 -0.2901 -0.6994  -0.04
13 N 4.4161 -0.2904 0.6965  0.13
14 H -0.2054 -0.3536 4.3316  0.13
15 H 1.5560 -0.1879 6.1664  0.12
16 H 3.9818 -0.2309 5.5250  0.12
17 H 4.6500 -0.3508 3.1900  0.10
18 H 2.9210 -0.5065 -2.2143  0.11
19 H 5.4785 -0.2349 -1.2364  0.13
20 H 5.1754 -0.2437 1.3848  0.16
21 N 0.0163 -0.2639 -2.4928  0.04
22 C -1.4100 -0.2705 -2.7926  -0.21
23 C -1.8200 -0.2870 -4.1262  0.01
24 C -3.1913 -0.2868 -4.4196  -0.04
25 C -4.1473 -0.2921 -3.4089  0.00
26 C -3.7625 -0.2802 -2.0502  -0.13
27 C -4.6892 -0.2873 -0.9813  0.04
28 C -4.2314 -0.2864 0.3282  -0.02
29 C -2.8591 -0.2611 0.5754  -0.06
30 N -1.9567 -0.2570 -0.4254  0.02
31 C -2.3497 -0.2718 -1.7345  -0.14
32 H 0.4806 -1.1317 -2.8136  0.12
33 H 0.5249 0.5181 -2.9256  0.12
34 H -1.0628 -0.2853 -4.9229  0.13
35 H -3.5169 -0.2977 -5.4701  0.12
36 H -5.2208 -0.3079 -3.6453  0.13
37 H -5.7573 -0.2622 -1.2282  0.14
38 H -4.9286 -0.3071 1.1793  0.13
39 H -2.4708 -0.2872 1.5992  0.13
40 N 0.3929 2.0276 -0.3624  0.03
41 C -0.1103 3.1020 -0.2224  -0.31
42 N -0.2342 4.3270 -0.1195  0.12
43 C -1.2483 5.1524 -0.2194  -0.37
44 N -1.9813 6.0406 -0.2633  0.12
45 O -0.0158 -2.5197 -0.3588  -0.09
46 H -0.2395 -2.8181 0.5494  0.08
47 H 0.7221 -3.1168 -0.6231  0.09

## Properties
energy relative to the best compared isomer or geometry (same formula, charge and spin) = 0.0 kJ/mol
HOMO = -10.79 eV
total charge = +1
gap between HOMO and LUMO = 6.87 eV
electronic energy = -1478.364780 a.u.

---

# C23H32AsN7Rh

A molecular structure, C23H32AsN7Rh (wB97M-V/def2-TZVPD, the OMol25 dataset).

Each line ends with the natural charge from an NBO analysis.
Geometry (Å):
1 Rh -0.0846 0.1899 0.0647  0.85
2 C -1.8260 -0.5892 -3.8069  -0.16
3 C -2.9251 -1.4270 -3.4906  -0.19
4 C -3.1821 -1.6935 -2.1888  -0.14
5 C -2.3413 -1.1469 -1.1494  0.09
6 N -1.2429 -0.3185 -1.4958  -0.46
7 C -1.0445 -0.0693 -2.7809  0.09
8 C -2.5154 -1.3772 0.1903  0.20
9 C -3.5676 -2.1942 0.7498  -0.15
10 C -3.6162 -2.4315 2.0822  -0.19
11 C -2.6336 -1.8402 2.9124  -0.16
12 C -1.6601 -1.0224 2.3431  0.09
13 N -1.5626 -0.7736 1.0490  -0.47
14 H -1.5845 -0.3496 -4.8324  0.25
15 H -3.5409 -1.8330 -4.2805  0.26
16 H -4.0116 -2.3275 -1.9120  0.24
17 H -0.2328 0.6009 -3.0281  0.20
18 H -4.3075 -2.6202 0.0882  0.24
19 H -4.3881 -3.0516 2.5156  0.26
20 H -2.6287 -2.0057 3.9799  0.25
21 H -0.9456 -0.5331 2.9912  0.20
22 C 2.3361 0.7269 4.2086  -0.42
23 N 2.9582 1.1708 2.9641  -0.38
24 C 4.3365 1.6615 3.0364  -0.44
25 C 2.3318 1.0048 1.7934  0.66
26 N 1.1709 0.4153 1.6603  -0.80
27 N 3.0016 1.4883 0.6859  -0.60
28 C 2.6817 1.3182 -0.6433  0.65
29 N 3.6518 1.6760 -1.4987  -0.77
30 N 1.5280 0.8644 -1.0273  -0.78
31 H 2.7808 1.2698 5.0366  0.25
32 H 2.4964 -0.3410 4.3759  0.23
33 H 1.2695 0.9494 4.2185  0.20
34 H 4.6200 1.7635 4.0779  0.26
35 H 4.4464 2.6516 2.5879  0.21
36 H 5.0401 0.9622 2.5782  0.23
37 H 0.9057 -0.0521 2.5103  0.38
38 H 3.9066 1.8924 0.8592  0.43
39 H 4.5754 1.9402 -1.2005  0.42
40 H 3.5166 1.6011 -2.4917  0.43
41 H 1.5029 0.7290 -2.0268  0.38
42 C -2.2156 3.2775 -1.5742  -0.96
43 As -1.6957 2.5294 0.1526  1.00
44 C -3.4582 2.2299 0.9303  -0.96
45 C -1.0772 4.1640 1.1997  -0.73
46 C -2.0095 5.2805 1.0641  0.15
47 C -3.0621 5.4586 2.0098  -0.13
48 C -3.8955 6.5358 1.9196  -0.19
49 C -3.7284 7.4648 0.8666  0.04
50 C -2.7002 7.2961 -0.0886  -0.18
51 C -1.8686 6.2176 -0.0032  -0.18
52 H -2.9278 4.0906 -1.4437  0.24
53 H -2.6951 2.4865 -2.1502  0.26
54 H -1.3467 3.6335 -2.1251  0.25
55 H -4.0816 3.1177 0.8338  0.24
56 H -3.3761 1.9489 1.9792  0.25
57 H -3.9324 1.4126 0.3871  0.26
58 H -0.0870 4.4059 0.8150  0.27
59 H -1.0095 3.8196 2.2311  0.26
60 H -3.1723 4.7523 2.8227  0.23
61 H -4.6773 6.6859 2.6520  0.27
62 H -4.3970 8.3132 0.7874  0.26
63 H -2.5742 8.0224 -0.8803  0.27
64 H -1.0757 6.0828 -0.7277  0.24

## Properties
⟨S²⟩ = 6.06
energy relative to the best compared isomer or geometry (same formula, charge and spin) = 0.0 kJ/mol
spin multiplicity = 5
HOMO (spin up / spin down) = -13.96 / -16.57 eV
total charge = +3
gap between HOMO and LUMO (spin up / spin down) = 6.16 / 4.83 eV
electronic energy = -3624.280458 a.u.

---

# C25H22BrIIrN2O4PS

A molecular structure, C25H22BrIIrN2O4PS (wB97M-V/def2-TZVPD, the OMol25 dataset).

Each line ends with the natural charge from an NBO analysis.
Geometry (Å):
1 Ir 0.6272 0.4540 -1.6758  0.95
2 O 4.4661 -0.2917 -1.8484  -0.80
3 S 3.2008 -0.0518 -1.2888  2.37
4 O 2.4892 1.2463 -1.6694  -0.88
5 O 2.0972 -1.0613 -1.6238  -0.95
6 C 3.2624 0.0828 0.4661  -0.28
7 C 4.5048 0.2365 1.0470  -0.16
8 C 4.5833 0.5498 2.4050  -0.14
9 C 3.4294 0.7282 3.1444  -0.15
10 C 2.1758 0.5618 2.5535  -0.15
11 C 2.0753 0.2190 1.2115  -0.47
12 P 0.4728 -0.1341 0.4643  1.39
13 C 0.3064 -1.9675 0.5989  -0.31
14 C -0.9958 -2.5347 0.5080  0.02
15 C -1.2348 -3.9293 0.6884  -0.14
16 C -0.1911 -4.7615 0.9720  -0.18
17 C 1.1060 -4.2074 1.0707  0.06
18 C 1.3444 -2.8025 0.8937  -0.14
19 C -0.9057 0.3964 1.4599  -0.47
20 C -1.0824 -0.2232 2.7101  -0.19
21 C -2.1411 0.1500 3.5186  -0.19
22 C -3.0332 1.1272 3.0877  -0.15
23 C -2.8734 1.7240 1.8448  -0.12
24 C -1.8139 1.3612 1.0260  -0.19
25 H 5.4003 0.1385 0.4466  0.28
26 H 5.5534 0.6790 2.8658  0.27
27 H 3.4916 1.0013 4.1892  0.26
28 H 1.2853 0.7069 3.1500  0.25
29 H -1.8523 -1.8951 0.3142  0.26
30 H -2.2493 -4.2967 0.6031  0.27
31 H -0.3336 -5.8232 1.1240  0.28
32 H 1.9494 -4.8537 1.2858  0.26
33 H 2.3566 -2.4380 1.0123  0.26
34 H -0.3918 -0.9799 3.0648  0.22
35 H -2.2713 -0.3184 4.4848  0.26
36 H -3.8588 1.4193 3.7230  0.26
37 H -3.5769 2.4738 1.5094  0.24
38 H -1.7159 1.8163 0.0514  0.23
39 Br 0.3219 5.9226 -0.1115  0.21
40 C -0.3008 4.5764 -1.2449  -0.12
41 C -1.1753 4.8510 -2.2917  -0.12
42 C -1.5999 3.8051 -3.0943  -0.21
43 C -1.1568 2.5239 -2.8352  0.05
44 N -0.3104 2.2636 -1.8220  -0.46
45 C 0.1226 3.2779 -1.0480  0.01
46 H -1.5088 5.8644 -2.4735  0.27
47 H -2.2707 3.9786 -3.9239  0.27
48 H -1.4781 1.6855 -3.4340  0.23
49 H 0.8285 3.0374 -0.2644  0.23
50 N -0.5923 -2.2389 -3.1755  -0.75
51 C -1.5137 -1.3636 -2.8089  0.69
52 O -1.2347 -0.3076 -2.1728  -0.66
53 C -2.9432 -1.6311 -3.1350  -0.63
54 I -3.8627 -2.7243 -1.5495  0.24
55 H 0.3916 -2.0608 -3.0167  0.43
56 H -0.8388 -3.0490 -3.7259  0.44
57 H -3.0536 -2.2208 -4.0405  0.27
58 H -3.4811 -0.6930 -3.2206  0.28

## Properties
⟨S²⟩ = 0.77
energy relative to the best compared isomer or geometry (same formula, charge and spin) = 0.0 kJ/mol
spin multiplicity = 2
HOMO (spin up / spin down) = -17.14 / -17.14 eV
total charge = +3
gap between HOMO and LUMO (spin up / spin down) = 7.00 / 3.93 eV
electronic energy = -5090.938737 a.u.

---

# C18H20ClN3

2 unconnected molecules or ions with the total composition C18H20ClN3 at a distorted geometry (wB97M-V/def2-TZVPD, the OMol25 dataset).

Each line ends with the natural charge from an NBO analysis.
Geometry (Å):
1 Cl 6.2250 1.3308 -0.6918  0.06
2 C 5.3661 -0.0623 -0.3751  -0.11
3 C 4.0661 0.2181 0.0057  -0.23
4 C 3.1789 -1.0147 0.3350  0.00
5 C 3.7148 -2.4333 0.1186  -0.21
6 C 4.9446 -2.5037 -0.0840  -0.25
7 C 5.6868 -1.4445 -0.2952  -0.19
8 H 6.7786 -1.4146 -0.9020  0.20
9 H 5.3733 -3.3812 -0.2958  0.22
10 H 3.1327 -3.1679 0.5139  0.21
11 C 1.6896 -0.6251 0.8019  -0.02
12 N 1.1278 0.4395 0.7431  -0.22
13 N 0.0484 0.4540 1.1700  -0.18
14 C -0.4300 2.0378 0.9547  -0.21
15 H -1.0519 2.3319 1.6196  0.17
16 C -1.3984 1.8357 -0.2102  -0.22
17 N -2.3942 0.7946 -0.0364  -0.44
18 C -1.9625 -0.4239 0.2951  -0.23
19 C -0.9580 -0.1945 1.4115  -0.19
20 H -1.6994 0.1133 2.4245  0.18
21 H -0.7206 -1.2907 1.6425  0.22
22 H -1.4391 -0.6783 -0.4653  0.16
23 H -2.7802 -0.9224 0.4362  0.21
24 C -3.4572 0.9843 -1.0019  -0.14
25 C -4.6515 0.3824 -1.0082  -0.14
26 C -5.1570 0.5258 0.4477  -0.12
27 C -6.3862 -0.3299 0.8479  -0.20
28 C -6.9430 -0.9272 -0.0117  -0.26
29 C -6.4779 -1.4189 -1.0890  -0.19
30 C -5.2022 -0.7767 -1.5183  -0.18
31 H -4.7728 -0.8630 -2.5929  0.21
32 H -6.8790 -2.1439 -1.9777  0.24
33 H -7.8538 -1.5540 0.3452  0.20
34 H -6.8694 -0.0407 1.7819  0.22
35 H -4.8088 1.1709 1.1020  0.18
36 H -3.6048 2.1761 -1.3755  0.24
37 H -2.9466 0.4802 -2.2600  0.05
38 H -0.7071 1.5572 -0.9219  0.17
39 H -1.7505 2.9002 -0.5487  0.21
40 H 0.2978 2.7173 0.8339  0.21
41 H 1.2980 -1.8242 1.1928  0.13
42 H 3.3350 1.1842 0.3421  0.26

## Properties
HOMO = -7.43 eV
gap between HOMO and LUMO = 7.90 eV
electronic energy = -1321.623770 a.u.

---

# C38H57AlBr3Cl3CsF2N3O11S

A molecular structure, C38H57AlBr3Cl3CsF2N3O11S at a distorted geometry (wB97M-V/def2-TZVPD, the OMol25 dataset).

Each line ends with the Löwdin charge.
Geometry (Å):
1 C 2.1454 -1.4396 0.5577  0.16
2 C 1.2496 -0.6830 0.8135  -0.10
3 C -0.0068 0.0725 0.9283  -0.11
4 C -1.1502 -0.8291 1.3591  -0.04
5 C -1.6637 -0.6698 2.6687  -0.08
6 C -1.1463 0.3602 3.6236  -0.10
7 C 0.1534 -0.2292 4.2609  -0.14
8 C 1.1068 0.8498 4.7831  -0.38
9 C 1.8392 1.5511 3.6085  -0.09
10 C 2.2096 0.1202 5.5785  -0.14
11 C -2.6660 -1.5750 3.0675  -0.14
12 S -3.4476 -1.5999 4.6709  0.67
13 O -4.4544 -2.6006 4.6119  -0.22
14 O -3.8652 -0.2979 5.0439  -0.21
15 F -2.2788 -2.0730 5.5681  -0.09
16 C -3.0965 -2.5491 2.2086  0.01
17 N -2.5959 -2.6680 0.9765  0.02
18 C -3.1085 -3.8160 0.1783  -0.04
19 C -2.2933 -5.0857 0.4787  -0.14
20 O -1.3332 -5.3707 -0.5269  -0.02
21 C -0.1237 -5.8108 0.0007  -0.46
22 O -0.0807 -6.5473 0.9361  0.16
23 C 1.0962 -5.3110 -0.7420  -0.13
24 C 2.3919 -5.4878 0.0548  -0.07
25 C -1.6313 -1.8228 0.5118  -0.02
26 C -1.1654 -2.1303 -0.9116  -0.11
27 O -0.3071 -1.2163 -1.5131  -0.14
28 C -0.9328 -0.2259 -2.3147  -0.21
29 C -1.2421 -0.7123 -3.7442  -0.17
30 C -1.2043 0.4675 -4.7470  -0.10
31 H 2.9643 -2.1206 0.4752  0.04
32 H -0.2507 0.5201 -0.0347  0.11
33 H 0.1509 0.9110 1.6006  0.09
34 H -0.9234 1.3090 3.1423  0.12
35 H -1.8710 0.5440 4.4122  0.10
36 H 0.6816 -0.7615 3.4612  0.11
37 H -0.0927 -0.9532 5.0382  0.11
38 H 0.6238 1.5976 5.4172  0.14
39 H 2.7747 1.9622 3.9834  0.04
40 H 1.2285 2.3281 3.1445  0.08
41 H 2.1032 0.7937 2.8657  0.06
42 H 1.7499 -0.6413 6.2175  0.08
43 H 2.8181 -0.4228 4.8600  0.00
44 H 2.8323 0.8034 6.1538  0.05
45 H -3.8427 -3.2580 2.5444  0.15
46 H -4.1197 -4.0047 0.5356  0.14
47 H -3.1971 -3.5811 -0.8759  0.13
48 H -2.9865 -5.9221 0.5958  0.14
49 H -1.8294 -4.9692 1.4625  0.14
50 H 0.9720 -4.2439 -0.9460  0.09
51 H 1.1408 -5.8492 -1.6923  0.14
52 H 3.2204 -5.3692 -0.6475  0.08
53 H 2.5142 -4.6856 0.7828  0.07
54 H 2.4737 -6.4717 0.5070  0.09
55 H -2.0685 -2.2072 -1.5313  0.13
56 H -0.7253 -3.1293 -0.9058  0.12
57 H -1.8129 0.2080 -1.8180  0.13
58 H -0.1985 0.5799 -2.4010  0.13
59 H -2.2709 -1.0865 -3.7423  0.10
60 H -0.5658 -1.5102 -4.0389  0.13
61 H -0.6099 0.2437 -5.6306  0.10
62 H -2.2315 0.7035 -5.0878  -0.08
63 H -0.8029 1.3887 -4.3168  0.08
64 C 5.2713 -2.1252 5.8239  -0.97
65 Cl 5.1803 -0.3848 6.2833  0.28
66 Cl 4.3464 -2.4496 4.3770  0.63
67 H 6.3160 -2.3864 5.6262  0.01
68 H 4.8784 -2.7302 6.6443  0.03
69 C 6.8750 -4.6171 2.3431  -0.05
70 C 7.7101 -4.0243 3.4955  -0.77
71 O 7.2988 -2.9224 3.9883  -0.17
72 O 8.6959 -4.6780 3.8395  -0.03
73 H 6.0160 -3.9909 2.1036  0.03
74 H 7.4949 -4.7219 1.4509  0.07
75 H 6.5162 -5.6059 2.6294  0.07
76 F 5.3807 -2.1323 0.1459  0.08
77 C 5.8831 -0.9872 0.6162  -0.24
78 C 5.1968 0.1898 0.3492  0.00
79 C 5.6899 1.3733 0.8471  -0.18
80 C 6.8706 1.3910 1.5943  -0.11
81 C 7.5281 0.1849 1.8386  -0.18
82 C 7.0544 -1.0155 1.3683  0.03
83 H 4.2909 0.1650 -0.2404  0.11
84 H 5.1585 2.3262 0.6654  -0.04
85 H 7.2497 2.3271 1.9719  0.07
86 H 8.5430 0.1671 2.4767  -0.11
87 H 7.5506 -1.9514 1.5835  0.12
88 Cs 6.3464 -0.8444 8.6730  1.06
89 Br 9.7819 1.3831 2.4927  0.54
90 Cl 4.5531 3.3920 2.2235  -0.05
91 C -2.5667 6.3080 -7.6572  0.00
92 C -2.1900 4.8547 -7.7954  -0.29
93 C -2.8624 3.9298 -6.7948  -0.26
94 O -1.9050 2.8853 -6.6552  -0.09
95 C -0.6503 3.4259 -6.9315  -0.52
96 O 0.3604 2.8727 -6.6919  0.22
97 O -0.7984 4.6411 -7.4803  0.13
98 H -2.0720 6.9015 -8.4237  0.10
99 H -3.6442 6.4406 -7.7574  0.10
100 H -2.2456 6.6997 -6.6909  0.10
101 H -2.3598 4.5117 -8.8184  0.17
102 H -3.8138 3.5354 -7.1645  0.08
103 H -3.0139 4.4022 -5.8126  0.08
104 Br -5.6918 5.2020 -4.4343  0.70
105 C -5.1741 4.9987 -2.5637  -0.62
106 C -4.1805 3.8836 -2.4091  -0.64
107 Br -5.0697 2.1439 -2.5392  0.63
108 H -6.0894 4.8399 -1.9987  0.04
109 H -4.7332 5.9505 -2.2755  0.08
110 H -3.7153 3.8981 -1.4265  0.08
111 H -3.4032 3.9067 -3.1713  0.03
112 C -9.5499 5.0028 -2.0616  -0.68
113 O -10.1738 4.6804 -1.0743  0.05
114 N -9.8080 6.1407 -2.7695  0.16
115 N -8.5136 4.2318 -2.5494  0.13
116 H -9.3008 6.4162 -3.5885  0.09
117 H -10.5566 6.7232 -2.4408  0.11
118 H -8.3094 3.3877 -2.0477  0.09
119 H -7.9709 4.4632 -3.3610  0.00
120 Al -3.9228 2.0144 -5.3472  0.98

## Properties
HOMO = -9.77 eV
total charge = +2
gap between HOMO and LUMO = 2.50 eV
electronic energy = -12436.343559 a.u.

---

# C11H16Cl3F3ORu

A molecular structure, C11H16Cl3F3ORu at a distorted geometry (wB97M-V/def2-TZVPD, the OMol25 dataset).

Each line ends with the Mulliken spin population.
Geometry (Å):
1 C -0.5826 -1.0318 0.3300  0.07
2 C -0.1620 -1.0620 -1.0669  0.17
3 C -0.3583 0.2014 -1.6253  0.07
4 C 0.1933 -2.2541 -1.8533  0.00
5 C -0.9443 1.0582 -0.6437  0.15
6 C -1.1573 0.3084 0.5316  0.03
7 C -2.0646 0.6820 1.6336  0.03
8 C -0.9681 -2.2293 1.1059  -0.01
9 C -0.1498 0.5545 -3.0400  0.00
10 C -1.3978 2.4443 -0.9296  -0.03
11 Ru 1.1690 0.0468 0.9895  2.78
12 Cl 3.3526 -1.1464 -2.0271  0.00
13 Cl 2.5087 -1.7144 0.8148  0.36
14 Cl 2.0753 1.5508 -0.4716  0.23
15 H 0.2522 -3.1600 -1.2444  0.00
16 H 1.2107 -2.0897 -2.2888  0.01
17 H -0.5112 -2.3840 -2.6878  0.01
18 H 0.7651 0.0761 -3.4013  0.01
19 H -0.0933 1.6402 -3.1536  0.00
20 H -0.9969 0.2047 -3.6419  0.01
21 H -0.5971 3.0127 -1.4340  0.01
22 H -1.7010 2.9669 -0.0093  0.00
23 H -2.2632 2.4503 -1.6143  0.02
24 H -2.0392 1.7701 1.7859  0.00
25 H -1.7373 0.1839 2.5530  0.00
26 H -3.1038 0.4086 1.4094  0.00
27 H -0.1805 -2.9918 1.0380  -0.01
28 H -1.9023 -2.6650 0.7131  0.00
29 H -1.1209 -1.9724 2.1595  0.00
30 O 0.3366 0.0080 2.7217  0.17
31 H 0.5186 0.7461 3.3317  0.00
32 F 3.9018 1.1308 1.7192  0.00
33 C 2.6908 0.9170 2.2592  -0.09
34 F 2.8796 0.1895 3.3984  0.00
35 F 2.1772 2.1492 2.6384  0.00

## Properties
⟨S²⟩ = 6.04
energy relative to the best compared isomer or geometry (same formula, charge and spin) = 71.4 kJ/mol
spin multiplicity = 5
HOMO (spin up / spin down) = -0.16 / -0.54 eV
total charge = -2
gap between HOMO and LUMO (spin up / spin down) = 5.56 / 5.94 eV
electronic energy = -2279.035951 a.u.